Entry 1:
{"formula": "C24H53BBrCaCsN6O11P", "method": "wB97M-V/def2-TZVPD", "charge": 1, "elements": ["C", "C", "N", "C", "C", "N", "C", "B", "N", "O", "C", "C", "C", "C", "C", "O", "C", "C", "C", "O", "C", "N", "C", "C", "N", "C", "C", "O", "H", "H", "H", "H", "H", "H", "H", "H", "H", "H", "H", "H", "H", "H", "H", "H", "H", "H", "H", "H", "H", "H", "H", "H", "H", "H", "H", "H", "H", "H", "H", "H", "H", "H", "H", "O", "H", "Ca", "C", "O", "P", "O", "O", "C", "O", "C", "H", "H", "H", "H", "H", "H", "H", "H", "H", "C", "O", "N", "C", "C", "H", "H", "H", "H", "H", "H", "H", "O", "H", "Br", "Cs"], "positions_angstrom": [[3.12616, 1.90730, 1.69351], [2.31357, 1.43215, 0.44474], [2.41448, -0.00429, 0.20511], [2.09166, -0.29954, -1.21434], [0.67276, -0.82236, -1.45108], [-0.39432, 0.20019, -1.38729], [-0.45445, 1.05400, -2.42929], [0.59741, 0.98569, -3.64872], [1.34168, 2.18939, -3.93225], [0.66728, -0.17023, -4.34276], [-1.39989, 2.05117, -2.45630], [-2.30909, 2.22103, -1.42131], [-3.27018, 3.36310, -1.50436], [-2.50545, 4.73465, -1.56468], [-2.98829, 5.75084, -0.51896], [-2.10377, 5.88454, 0.58779], [-2.23330, 1.31373, -0.33434], [-3.18884, 1.46665, 0.83390], [-4.51843, 0.70797, 0.57277], [-5.48094, 1.51050, -0.07850], [-5.09367, 0.13436, 1.87576], [-5.55908, 1.12997, 2.84349], [-1.26545, 0.31390, -0.34594], [-1.20685, -0.63389, 0.83230], [-0.27865, -0.14523, 1.88076], [3.81804, -0.37651, 0.38442], [4.16292, -1.50815, 1.32713], [4.68894, 0.18564, -0.21723], [3.26973, 1.14267, 2.45103], [4.11727, 2.25578, 1.32567], [2.61846, 2.83077, 2.08231], [2.67541, 2.01875, -0.43026], [1.25665, 1.71463, 0.55222], [2.75728, -1.09972, -1.54328], [2.32306, 0.56061, -1.84726], [0.49192, -1.59843, -0.71050], [0.64188, -1.32125, -2.41493], [1.76656, 2.11729, -4.85442], [2.12383, 2.28362, -3.28947], [1.62279, -0.54106, -4.39813], [-1.43124, 2.72857, -3.29944], [-3.93094, 3.40920, -0.65047], [-3.90058, 3.28932, -2.38902], [-2.69615, 5.15666, -2.55181], [-1.43113, 4.57202, -1.47088], [-3.15896, 6.71278, -1.00899], [-3.95987, 5.44478, -0.13091], [-1.34504, 6.38199, 0.26815], [-3.34631, 2.52642, 1.03001], [-2.72787, 1.06934, 1.73615], [-4.29986, -0.13007, -0.09341], [-5.58620, 2.32869, 0.41871], [-5.96892, -0.44688, 1.57849], [-4.40169, -0.56665, 2.34889], [-6.29482, 1.67948, 2.40688], [-4.79501, 1.79570, 2.96038], [-2.19691, -0.72688, 1.27307], [-0.94885, -1.64496, 0.51748], [-0.48661, 0.84558, 1.99280], [-0.59618, -0.54484, 2.76077], [3.58344, -2.41126, 1.18690], [5.19939, -1.79113, 1.14468], [4.11855, -1.20567, 2.37577], [4.76025, 2.17621, -5.04860], [5.63805, 2.57581, -5.14777], [2.24259, -3.66056, 0.83762], [2.83866, -9.80997, 6.63573], [2.66255, -8.74783, 5.67083], [2.52956, -7.19943, 6.19242], [2.01444, -6.49603, 4.99663], [4.13406, -7.04745, 6.44847], [5.01096, -7.08217, 5.32713], [2.18748, -6.29611, 7.48472], [2.44998, -4.90156, 7.35740], [3.03838, -10.72135, 6.07984], [3.68672, -9.59973, 7.29016], [1.93603, -9.94515, 7.22899], [4.50701, -6.74449, 4.42047], [5.39665, -8.09123, 5.17546], [5.84645, -6.41882, 5.54595], [1.69373, -4.42842, 6.73350], [3.44428, -4.72597, 6.94850], [2.39635, -4.48707, 8.36187], [-2.70521, 3.39078, -8.07974], [-2.77737, 4.12860, -9.03876], [-1.57327, 2.79319, -7.65088], [-1.55409, 1.92488, -6.49503], [-0.33573, 3.03435, -8.37816], [-3.58635, 3.14196, -7.46040], [-0.86742, 2.32955, -5.74386], [-1.21229, 0.92919, -6.78444], [-2.55155, 1.84576, -6.06389], [-0.10565, 4.09984, -8.37652], [-0.44501, 2.71197, -9.41333], [0.47802, 2.48535, -7.91038], [-7.47272, 0.33375, 5.40637], [-7.06297, 0.85602, 4.70392], [3.58903, -0.13344, -4.52115], [3.06106, 4.36713, 1.30537]], "forces_ev_per_angstrom": [[-0.521, -1.526, -0.009], [-0.060, 0.665, 0.379], [0.692, 0.152, -0.061], [-0.463, -0.310, 0.031], [0.397, -0.390, 0.708], [-0.209, 0.077, 0.123], [0.498, 0.332, -0.519], [0.308, -0.028, -0.429], [-0.247, -0.556, -0.021], [-0.140, -0.757, 0.571], [-0.322, 0.061, 0.305], [-0.083, -0.634, 0.110], [0.517, 0.807, 0.319], [-0.670, -0.228, -0.250], [-0.063, -0.036, -0.379], [0.037, -0.135, -0.075], [-0.020, 0.866, -0.194], [0.292, -0.374, -0.348], [0.179, -0.008, 0.811], [0.270, 0.005, -0.396], [-0.886, -0.110, -0.237], [0.844, 0.426, -0.739], [-0.303, -0.209, 0.431], [0.065, -0.188, 0.197], [-0.363, 0.171, -0.174], [0.178, -0.120, -0.542], [0.798, 0.202, 0.029], [-0.021, 0.235, 0.327], [-0.224, -0.090, 0.030], [-0.320, -0.947, 0.615], [-0.228, -6.278, 1.938], [0.011, -0.394, 0.151], [0.088, -0.306, 0.125], [-0.055, 0.040, -0.213], [0.126, -0.121, -0.095], [-0.172, 0.138, 0.057], [-0.178, 0.273, -0.144], [0.299, 0.015, 0.123], [-0.047, 0.561, -0.029], [-0.900, 1.014, -0.729], [0.185, -0.037, -0.053], [-0.119, -0.262, -0.010], [0.020, -0.291, -0.011], [0.243, 0.043, -0.036], [0.030, 0.133, 0.025], [0.152, 0.096, 0.140], [0.072, 0.006, 0.194], [-0.030, 0.095, 0.113], [-0.151, 0.002, -0.002], [-0.065, 0.057, 0.071], [-0.132, 0.043, -0.119], [-0.153, -0.073, 0.102], [0.049, -0.124, 0.097], [0.121, 0.124, 0.043], [-0.263, -0.197, 0.200], [-0.124, 0.012, 0.518], [-0.226, -0.048, -0.434], [0.219, 0.053, 0.063], [0.120, 0.011, 0.053], [0.244, -0.165, 0.003], [1.182, 1.537, 0.439], [-0.017, -0.008, -0.112], [-0.414, -0.001, -0.016], [-1.177, 0.512, 0.129], [0.373, -0.801, 0.133], [-1.733, -1.818, -0.315], [0.225, -0.117, 0.017], [-1.946, 0.186, 2.373], [3.331, 2.481, -3.229], [-0.229, -0.246, 0.388], [-0.194, 0.483, 0.061], [0.129, -0.262, -0.035], [-1.073, -2.698, 0.576], [-0.077, 0.496, -0.010], [-0.030, 0.060, -0.093], [-0.016, 0.045, -0.021], [-0.009, -0.022, -0.027], [-0.044, -0.023, 0.017], [-0.031, -0.005, -0.044], [-0.019, -0.001, 0.039], [0.026, -0.090, -0.081], [-0.014, -0.089, -0.025], [-0.008, -0.131, 0.023], [-0.132, 0.055, -0.024], [0.072, -0.004, 0.015], [-0.010, -0.034, 0.142], [0.207, 0.052, -0.223], [-0.174, 0.073, -0.050], [0.025, -0.028, 0.011], [-0.020, -0.081, 0.069], [-0.008, -0.055, 0.164], [-0.023, 0.020, -0.051], [0.053, -0.010, -0.041], [0.068, 0.019, -0.013], [-0.028, -0.028, 0.028], [0.015, 0.020, -0.016], [0.078, -0.079, -0.003], [1.408, -0.086, 0.080], [0.937, 8.904, -3.033]]}

Entry 2:
{"formula": "C3H5N3O", "method": "wB97M-V/def2-TZVPD", "de_lowest_kj_mol": 63.5, "charge": 0, "smiles": "Nc1nc(O)c[nH]1", "elements": ["N", "C", "N", "C", "O", "C", "N", "H", "H", "H", "H", "H"], "positions_angstrom": [[2.20960, -0.49032, 0.34312], [0.87825, -0.13648, 0.12055], [0.30079, 0.97068, 0.52347], [-1.01174, 0.82129, 0.17381], [-1.87998, 1.81496, 0.48275], [-1.23681, -0.36211, -0.46600], [0.01304, -0.97797, -0.49664], [2.64022, 0.21396, 0.93075], [2.74614, -0.57749, -0.51413], [-2.75094, 1.44533, 0.55868], [-2.11176, -0.79025, -0.92635], [0.20320, -1.93160, -0.73002]], "forces_ev_per_angstrom": [[0.107, 0.150, -0.064], [-0.082, -0.045, -0.112], [-0.026, -0.241, -0.068], [0.047, -0.195, 0.009], [0.559, 0.312, -0.015], [-0.128, 0.100, -0.020], [0.163, 0.342, 0.215], [-0.020, -0.079, -0.053], [-0.107, -0.033, 0.111], [-0.639, -0.201, -0.008], [0.079, 0.040, 0.058], [0.047, -0.151, -0.052]]}

Entry 3:
{"formula": "C27H45ClLuN3P", "method": "wB97M-V/def2-TZVPD", "de_lowest_kj_mol": 0.0, "charge": -1, "elements": ["Lu", "P", "Cl", "C", "H", "H", "C", "C", "C", "H", "C", "H", "H", "C", "H", "H", "C", "H", "H", "C", "H", "H", "H", "H", "C", "C", "H", "C", "H", "H", "C", "H", "H", "C", "H", "H", "C", "H", "H", "H", "H", "C", "H", "C", "H", "H", "C", "H", "H", "C", "H", "H", "C", "H", "H", "H", "H", "C", "C", "H", "C", "H", "C", "H", "H", "C", "H", "H", "C", "H", "H", "H", "H", "N", "C", "N", "C", "N"], "positions_angstrom": [[-0.29683, -1.67120, 0.93809], [-0.45598, 0.23471, -0.43786], [-2.58334, -1.96863, 0.34400], [0.17776, -2.70511, -0.49082], [1.19185, -3.01064, -0.76852], [-0.62269, -3.14193, -1.10039], [-1.69786, 1.26877, 0.47971], [-1.21102, -0.24234, -2.07232], [-1.87404, 2.74404, 0.08687], [-2.62636, 0.72227, 0.25869], [-3.04714, 3.36203, 0.86410], [-0.95929, 3.30167, 0.32520], [-2.04224, 2.84541, -0.98873], [-2.84065, 3.23329, 2.37836], [-3.16285, 4.41519, 0.58136], [-3.97533, 2.84874, 0.57736], [-2.62448, 1.76986, 2.78250], [-1.96189, 3.82542, 2.67296], [-3.69976, 3.65157, 2.91586], [-1.46485, 1.14203, 1.99945], [-2.42956, 1.69120, 3.85815], [-3.53469, 1.19117, 2.57789], [-0.52024, 1.62952, 2.27517], [-1.38425, 0.08174, 2.28945], [1.03497, 1.27599, -0.87608], [-0.15979, -0.76458, -3.06714], [-1.81705, -1.10060, -1.75459], [-0.85345, -1.43748, -4.25970], [0.47084, 0.05326, -3.43684], [0.50539, -1.47976, -2.56634], [-1.83294, -0.47192, -4.93936], [-0.10283, -1.79043, -4.97698], [-1.40054, -2.32042, -3.90299], [-2.86365, 0.06298, -3.93767], [-1.27089, 0.37083, -5.36780], [-2.34000, -0.97157, -5.77318], [-2.18664, 0.74410, -2.73695], [-3.54269, 0.77048, -4.42840], [-3.47752, -0.76993, -3.56907], [-1.67138, 1.65053, -3.07633], [-2.95121, 1.05298, -2.01716], [1.71828, 1.92950, 0.33964], [1.73182, 0.53062, -1.29210], [3.05197, 2.57803, -0.05843], [1.05213, 2.69535, 0.75651], [1.89609, 1.19670, 1.12645], [2.86584, 3.60862, -1.17654], [3.51125, 3.04364, 0.82145], [3.74083, 1.79110, -0.39771], [2.14978, 2.98215, -2.37758], [2.26576, 4.44836, -0.79767], [3.83463, 4.02180, -1.48090], [0.81267, 2.34845, -1.96433], [1.97311, 3.73543, -3.15465], [2.79113, 2.20833, -2.82340], [0.14934, 3.12886, -1.57787], [0.32529, 1.92143, -2.84178], [1.59809, -0.97798, 2.32344], [2.12512, -1.47474, 1.14824], [1.22873, 0.04426, 2.34850], [2.92421, -2.75253, 1.13481], [2.24621, -0.81637, 0.29331], [2.66099, -3.61229, 2.37369], [2.73270, -3.32291, 0.21762], [3.99040, -2.47694, 1.08881], [2.84753, -2.76703, 3.63773], [1.63467, -3.99461, 2.33839], [3.34103, -4.47142, 2.38087], [1.85672, -1.59061, 3.67786], [2.72023, -3.38185, 4.53493], [3.87702, -2.38284, 3.65567], [0.91036, -1.90769, 4.12524], [2.25333, -0.78713, 4.31473], [-0.57148, -3.57488, 2.02963], [-1.00958, -4.57924, 2.39699], [-1.56693, -5.79379, 2.76375], [-1.01402, -6.51739, 3.79414], [-0.55013, -7.12363, 4.66061]], "forces_ev_per_angstrom": [[-2.520, -0.761, 6.369], [0.207, 3.217, -2.360], [-2.451, 0.232, 0.050], [2.467, -3.169, -5.825], [-0.201, -0.325, -0.541], [0.419, -0.240, -0.170], [-0.060, 0.645, -0.456], [-0.119, 0.264, -0.131], [-0.356, -0.075, 0.331], [0.053, 0.120, 0.041], [0.136, 0.078, -0.023], [-0.081, -0.018, -0.016], [0.023, -0.028, 0.108], [-0.045, -0.088, -0.075], [-0.037, -0.065, 0.071], [0.102, 0.039, 0.037], [0.123, 0.090, -0.049], [-0.077, -0.064, -0.035], [0.091, -0.034, -0.048], [-0.274, 0.014, -0.095], [-0.050, 0.035, -0.086], [0.100, 0.060, 0.003], [-0.036, 0.009, -0.003], [-0.099, 0.359, -0.002], [-0.367, 0.480, -0.278], [-0.019, -0.083, -0.082], [0.207, 0.102, -0.140], [-0.018, 0.223, 0.078], [-0.082, 0.015, -0.091], [-0.273, 0.128, 0.040], [-0.019, -0.099, 0.082], [-0.085, 0.030, 0.057], [0.081, 0.096, -0.009], [0.082, 0.089, 0.016], [-0.048, -0.059, 0.050], [0.021, 0.064, 0.059], [0.044, -0.232, -0.108], [0.039, -0.078, 0.011], [0.083, 0.080, -0.034], [-0.073, -0.042, -0.003], [0.030, -0.013, -0.061], [0.026, 0.001, -0.239], [-0.099, 0.040, 0.008], [-0.107, 0.023, 0.028], [0.076, -0.043, -0.011], [0.031, 0.158, -0.119], [-0.021, -0.116, -0.030], [-0.016, -0.028, -0.097], [-0.074, 0.084, 0.021], [-0.129, 0.060, 0.033], [0.050, -0.095, -0.033], [-0.093, -0.036, 0.041], [0.387, -0.017, 0.077], [0.072, -0.051, 0.071], [-0.065, 0.076, 0.058], [0.060, -0.035, -0.034], [0.083, 0.057, 0.144], [2.978, -0.331, -1.011], [1.762, 1.067, 2.835], [-0.407, -0.197, -0.138], [-0.013, -0.361, -0.143], [-0.652, -0.205, -0.173], [0.035, 0.138, 0.033], [-0.029, 0.188, 0.319], [-0.105, 0.097, 0.088], [-0.041, -0.038, -0.046], [0.272, 0.031, -0.057], [-0.093, 0.122, 0.014], [-0.188, -0.332, -0.102], [0.012, 0.080, -0.110], [-0.125, 0.021, 0.008], [-0.028, -0.043, 0.083], [-0.148, -0.112, -0.070], [-0.246, -0.473, 1.398], [-1.301, -4.394, 2.063], [1.752, 1.681, 0.272], [-0.612, 2.591, -2.362], [0.078, -0.607, 0.500]]}

| no. | frontier orbital gap (Ha) |
| --- | --- |
| 1 | 0.0375 |
| 2 | 0.3218 |
| 3 | 0.1909 |